C23H41N2OP3Ti | ωB97M-V/def2-TZVPD

Values from the calculation:
gap between HOMO and LUMO	4.29	eV
energy	-80483.383	eV
largest force on an atom	3.22	eV/A
charge	+4
E_LUMO	-0.5579	hartree
2S+1	1
ΔE to the lowest compared entry with this formula, charge and spin	16.9	kJ/mol

Geometry as XYZ:
```
71
Properties=species:S:1:pos:R:3:forces:R:3
Ti 0.1987 -0.2191 0.2623 1.6 0.9 -0.8
P -0.2455 -0.0074 2.6992 -0.3 0.3 2.1
P 2.5701 0.7766 1.0033 1.3 -0.2 0.2
P -1.8011 -1.7791 -0.0096 -0.9 -0.9 0.2
H -4.6902 1.5530 -1.9084 0.4 0.0 -0.4
C -3.7017 1.4566 -2.3863 0.6 -2.1 1.5
C -3.4908 0.1914 -3.0885 -0.6 3.0 -1.0
H -4.3399 -0.4086 -3.4043 0.0 -0.7 0.5
C -0.0544 1.7208 3.2929 0.0 0.2 -0.4
C 0.7594 -0.9663 3.8827 0.2 -0.4 -0.2
C -1.9495 -0.3063 3.2919 -0.3 -0.2 -0.3
C 3.4396 1.1479 -0.5587 -0.5 0.0 -0.5
C 3.0768 2.2018 2.0427 -0.6 0.2 0.1
C 3.5579 -0.6235 1.6528 -0.3 -0.2 0.1
C -3.5407 -1.2353 0.0996 0.0 0.2 0.3
C -1.6629 -3.2062 1.1279 0.3 0.0 0.1
C -1.7925 -2.5625 -1.6540 0.4 0.0 -0.1
H -3.4132 2.3847 -2.9039 0.4 -0.2 -0.3
H -2.5021 -0.0111 -3.4935 0.0 -0.3 0.1
H -0.3598 2.4425 2.5262 0.1 -0.1 0.2
H 0.9764 1.9306 3.5931 -0.3 -0.1 -0.1
H -0.7174 1.8548 4.1566 0.2 -0.1 -0.1
H 1.6921 -0.4422 4.1244 -0.3 -0.1 -0.1
H 1.0048 -1.9456 3.4527 0.0 0.1 0.2
H 0.1821 -1.1212 4.8051 0.1 0.1 -0.2
H -2.6820 0.2669 2.7099 0.1 -0.1 0.2
H -1.9973 0.0397 4.3341 0.0 -0.2 -0.3
H -2.2175 -1.3669 3.2519 0.0 0.3 0.1
H 4.4525 1.5116 -0.3356 -0.3 -0.1 0.0
H 2.8965 1.9316 -1.1021 0.4 -0.1 0.1
H 3.5039 0.2596 -1.2009 0.0 0.2 0.2
H 4.0900 2.5334 1.7692 -0.3 -0.3 0.0
H 3.0641 1.9408 3.1092 0.0 0.1 -0.3
H 2.3831 3.0366 1.8742 0.3 -0.1 0.1
H 4.5696 -0.2790 1.9064 -0.2 0.0 -0.1
H 3.6300 -1.4231 0.9033 0.0 0.3 0.2
H 3.0814 -1.0365 2.5497 0.3 0.1 -0.2
H -4.1990 -2.1120 0.1893 0.2 0.2 -0.1
H -3.8061 -0.6727 -0.8089 0.0 -0.3 0.4
H -3.6929 -0.5930 0.9744 -0.2 -0.1 -0.2
H -2.2690 -4.0383 0.7423 0.1 0.2 0.1
H -1.9940 -2.9538 2.1421 0.0 -0.1 -0.3
H -0.6144 -3.5290 1.1828 -0.2 0.0 -0.1
H -2.3368 -3.5161 -1.6004 0.0 0.3 -0.1
H -0.7666 -2.7628 -1.9867 -0.2 0.0 0.0
H -2.2788 -1.8942 -2.3786 0.2 -0.3 0.1
C 1.8999 -2.0046 -1.5317 0.9 -0.9 -1.4
C 2.7837 -3.0591 -1.2383 -0.3 0.3 0.1
C 3.4064 -3.7271 -2.2923 0.0 0.0 0.1
C 3.1589 -3.3600 -3.6194 0.1 0.0 0.1
C 2.3053 -2.2927 -3.9012 -0.3 0.2 0.1
C 1.6712 -1.6051 -2.8672 0.1 -0.1 0.4
O 1.2337 -1.3825 -0.5248 -1.1 0.8 0.6
H -2.8551 1.3116 -1.5668 -1.2 0.6 -1.1
H 2.9515 -3.3403 -0.1944 0.0 0.0 -0.4
H 4.0863 -4.5517 -2.0772 -0.2 0.2 0.0
H 3.6460 -3.8951 -4.4405 -0.2 0.2 0.4
H 2.1142 -2.0012 -4.9330 0.1 -0.1 0.2
H 1.0010 -0.7603 -3.0664 0.2 -0.3 0.0
N -2.0843 6.8225 -1.2178 0.7 -2.5 0.4
C -1.7526 5.7127 -1.0441 -0.5 1.9 -0.3
C -1.3502 4.3418 -0.8406 0.1 0.5 0.0
C -2.0352 3.5325 0.0627 -0.4 -0.5 0.5
C -1.6241 2.2207 0.2518 0.1 0.5 0.0
N -0.5455 1.7051 -0.3956 -0.2 -0.6 -0.4
C 0.0922 2.4724 -1.3200 -0.1 0.2 0.3
C -0.2708 3.7956 -1.5378 0.5 -0.2 -0.4
H -2.8850 3.9200 0.6267 0.2 -0.1 -0.2
H -2.1755 1.5718 0.9455 0.4 0.2 -0.3
H 0.9148 2.0007 -1.8701 -0.3 0.3 0.2
H 0.3004 4.4028 -2.2395 -0.2 -0.1 0.1
```
Positions in Å, forces in eV/Å.